# 1
{
  "formula": "CH2ClNO3S",
  "method": "wB97M-V/def2-TZVPD",
  "lumo_ev": [-1.426, -1.208],
  "charge": 0,
  "e_homo_ev": [-9.18, -9.22],
  "de_lowest_kj_mol": 317.26,
  "elements": ["C", "N", "O", "O", "O", "S", "Cl", "H", "H"],
  "coordinates": [[-1.468665, -1.214150, 0.737118], [0.648876, 1.452552, -0.525585], [-2.372260, -1.630040, 0.133960], [1.682597, -0.470600, 0.627534], [0.925767, -0.848785, -1.684241], [0.785969, -0.220277, -0.433170], [-1.240622, -1.028438, 2.353653], [1.052044, 2.057068, -1.254706], [-0.013706, 1.902670, 0.045438]],
  "forces_ev_per_a": [[0.7494, 0.6879, -2.6092], [0.9557, -0.3147, -1.5687], [0.1118, -0.0873, -0.1152], [1.4025, -0.6792, 1.3961], [0.4370, -0.2755, -2.0042], [-2.9556, 1.3588, 1.8283], [0.4002, 0.1647, 1.9741], [-0.3442, -1.0455, 0.2583], [-0.7570, 0.1907, 0.8405]]
}

=====

# 2
{
  "formula": "C22H30NO4",
  "method": "wB97M-V/def2-TZVPD",
  "smiles": "CCOC(=O)C[C@H]([NH2+]Cc1ccc(OC)c(OCC)c1)c1ccc(C)cc1",
  "lumo_ev": -2.131,
  "charge": 1,
  "e_homo_ev": -11.01,
  "de_lowest_kj_mol": 0.00,
  "elements": ["C", "C", "O", "C", "O", "C", "C", "N", "C", "C", "C", "C", "C", "O", "C", "C", "O", "C", "C", "C", "C", "C", "C", "C", "C", "C", "C", "H", "H", "H", "H", "H", "H", "H", "H", "H", "H", "H", "H", "H", "H", "H", "H", "H", "H", "H", "H", "H", "H", "H", "H", "H", "H", "H", "H", "H", "H"],
  "coordinates": [[2.030239, 4.043473, -0.326928], [0.652427, 3.536261, -0.719292], [0.715642, 2.162781, -1.151419], [0.657380, 1.223031, -0.255250], [0.545345, 1.405790, 0.948095], [0.700568, -0.165864, -0.859799], [1.433029, -1.187230, 0.028832], [0.930029, -1.109003, 1.437324], [-0.217371, -1.997200, 1.770452], [-1.433003, -1.637366, 0.965341], [-1.927505, -2.479970, -0.015657], [-3.035870, -2.104309, -0.755987], [-3.667167, -0.881270, -0.559911], [-4.726046, -0.462236, -1.297926], [-5.310700, -1.341169, -2.234341], [-3.177907, -0.018984, 0.452664], [-3.624667, 1.219937, 0.758193], [-4.971204, 1.621787, 0.526148], [-5.968512, 0.811673, 1.342867], [-2.075199, -0.426422, 1.194825], [2.928160, -0.961689, -0.003767], [3.529522, 0.056362, 0.728434], [4.897052, 0.253353, 0.657814], [5.698233, -0.552055, -0.142047], [7.175164, -0.348242, -0.219515], [5.088915, -1.567399, -0.873619], [3.725078, -1.771073, -0.805803], [2.730254, 3.908711, -1.147570], [2.400229, 3.511081, 0.545961], [1.967304, 5.100459, -0.088143], [-0.045044, 3.609460, 0.119924], [0.262264, 4.078492, -1.581056], [-0.336647, -0.476279, -1.012648], [1.185811, -0.115199, -1.834200], [1.219095, -2.191338, -0.352717], [1.712517, -1.302454, 2.068711], [0.650368, -0.083571, 1.553498], [0.073461, -3.033122, 1.582027], [-0.423284, -1.877932, 2.836819], [-1.465126, -3.436250, -0.205615], [-3.401606, -2.779183, -1.511622], [-4.619650, -1.577524, -3.048496], [-6.167880, -0.804301, -2.636403], [-5.652622, -2.264506, -1.758750], [-5.213122, 1.575461, -0.538161], [-4.979010, 2.665851, 0.849272], [-6.962339, 1.230189, 1.216207], [-5.705171, 0.843107, 2.397594], [-5.984076, -0.225315, 1.016746], [-1.735098, 0.247848, 1.965660], [2.942056, 0.712176, 1.354470], [5.345949, 1.048329, 1.233818], [7.694685, -1.219095, 0.178127], [7.482713, 0.526721, 0.345902], [7.487273, -0.225662, -1.255046], [5.692408, -2.205074, -1.501142], [3.272678, -2.564038, -1.382899]],
  "forces_ev_per_a": [[-0.2513, -0.2974, -0.1282], [0.0399, 0.6449, 0.3749], [0.0419, -0.0933, -0.3617], [-0.0026, -0.5693, -0.0859], [-0.0025, 0.3748, 0.0959], [-0.1326, 0.0950, 0.0451], [0.2761, 0.0607, -0.6227], [0.0840, 0.2815, 0.3770], [-0.5524, -0.2888, 0.0118], [-0.0863, -0.0713, -0.0234], [0.1331, 0.0709, 0.1967], [-0.1339, 0.0791, -0.1051], [-0.0366, 0.0676, -0.0199], [0.3334, 0.2267, 0.4078], [-0.1349, -0.1860, -0.2346], [0.1503, -0.0576, 0.0550], [0.3516, -0.1838, -0.1543], [-0.7403, 0.2036, 0.0081], [0.4058, 0.1350, -0.1493], [-0.2083, -0.1237, -0.1610], [-0.0270, -0.0944, 0.1487], [-0.0858, -0.0664, -0.0299], [0.0796, -0.0540, -0.0522], [-0.1572, 0.0256, 0.0201], [0.1058, -0.0308, -0.0117], [-0.0372, 0.0851, 0.0351], [-0.1048, 0.0313, 0.0428], [0.0715, 0.0367, -0.0594], [0.0376, -0.0079, 0.0801], [0.0089, 0.1235, 0.0307], [0.0357, -0.0145, -0.1987], [-0.0064, -0.1253, 0.1130], [0.0061, 0.0668, -0.0481], [-0.0004, -0.0751, 0.0832], [-0.0297, 0.1314, 0.1395], [-0.1092, 0.0577, -0.1109], [0.2208, -0.4105, 0.0798], [0.0930, 0.1255, 0.0396], [0.1676, 0.0059, -0.0508], [0.0727, -0.1382, -0.0200], [-0.0817, -0.0374, -0.0986], [-0.0171, 0.0008, 0.0457], [0.0596, -0.0867, -0.0047], [0.0281, 0.0318, -0.0038], [0.0917, 0.0977, 0.2022], [-0.0174, -0.1363, -0.0792], [-0.1360, 0.0218, -0.0079], [-0.0258, 0.0123, 0.0991], [-0.0530, -0.1041, -0.0253], [0.0165, 0.1345, 0.1203], [-0.0709, 0.0919, 0.0846], [0.0713, 0.0857, 0.0610], [0.0902, -0.0119, 0.0273], [0.0703, 0.0422, 0.0152], [0.0752, 0.0353, -0.0410], [0.0760, -0.0895, -0.0825], [-0.0529, -0.1294, -0.0693]]
}